Entry from OMol25: 3 unconnected molecules or ions with the total composition C19H48BrIN3O12P4S (ωB97M-V/def2-TZVPD).

Cartesian coordinates (Å):
C 3.38 -0.73 2.90
C 3.27 0.21 1.54
N 2.24 -0.31 0.54
C 2.32 0.65 -0.63
O 1.12 1.52 -0.37
C 0.28 1.68 -1.60
C 0.64 3.11 -2.38
S 1.66 4.30 -1.36
O 0.95 4.92 -0.14
O 2.11 5.49 -2.28
C -1.33 1.75 -1.21
Br -2.53 1.77 -2.86
C -1.72 3.18 -0.43
C -3.29 3.15 0.15
C 0.83 0.30 -2.37
P -0.44 -1.09 -2.07
O -0.01 -2.07 -0.64
I -0.48 -2.72 -3.98
N 2.31 0.08 -2.06
C 3.23 0.70 -3.09
N 3.70 2.10 -2.79
C 4.35 2.75 -4.03
P 2.97 -1.56 -1.93
C 3.15 -2.46 -3.60
C 4.69 -1.63 -1.12
H 3.22 -1.84 2.54
H 4.48 -0.70 3.37
H 2.56 -0.36 3.66
H 2.94 1.29 1.90
H 4.37 0.23 1.09
H 1.28 -0.35 0.95
H 3.18 1.38 -0.32
H -0.31 3.68 -2.77
H 1.22 2.76 -3.37
H 2.88 3.73 -0.87
H -1.66 0.92 -0.43
H -1.01 3.32 0.51
H -1.66 4.12 -1.12
H -3.45 2.33 0.98
H -3.44 4.20 0.69
H -4.06 3.12 -0.73
H 0.59 0.60 -3.50
H -0.48 -1.60 0.13
H 2.68 0.73 -4.13
H 4.23 0.07 -3.28
H 4.47 2.01 -2.06
H 5.21 2.10 -4.50
H 3.52 3.01 -4.82
H 4.83 3.77 -3.69
H 2.57 -1.94 -4.50
H 2.92 -3.63 -3.56
H 4.30 -2.39 -3.90
H 4.61 -1.75 0.05
H 5.33 -0.72 -1.47
H 5.24 -2.60 -1.57
C -4.98 -7.39 0.74
O -4.75 -6.75 -0.50
P -4.16 -5.25 -0.45
O -4.58 -4.44 0.73
O -4.60 -4.65 -1.88
C -5.99 -4.50 -2.09
O -2.57 -5.47 -0.60
C -1.80 -4.31 -0.87
H -5.90 -6.99 1.18
H -5.11 -8.46 0.57
H -4.14 -7.24 1.42
H -6.47 -4.06 -1.22
H -6.43 -5.48 -2.30
H -6.14 -3.85 -2.95
H -2.12 -3.48 -0.24
H -1.89 -4.04 -1.92
H -0.75 -4.53 -0.65
C -0.97 4.47 6.25
O -1.24 3.85 5.01
P -1.29 2.24 5.00
O -0.38 1.57 5.98
O -1.00 1.89 3.45
C 0.28 2.23 2.97
O -2.85 1.91 5.17
C -3.25 0.57 4.93
H 0.10 4.39 6.46
H -1.24 5.53 6.18
H -1.54 4.01 7.06
H 1.06 1.94 3.68
H 0.33 3.31 2.79
H 0.45 1.71 2.02
H -2.54 -0.13 5.39
H -3.30 0.39 3.85
H -4.24 0.41 5.36

HOMO energy ... -11.517 eV
Total charge ... +1

Entry from OMol25: 2 unconnected molecules or ions with the total composition CHF2IO (ωB97M-V/def2-TZVPD).

Cartesian coordinates (Å):
C 0.70 0.18 -0.38
O 1.48 1.04 0.05
F 0.76 -0.25 -1.62
F 1.25 -1.91 0.41
I 3.47 1.24 -0.61
H -0.18 -0.12 0.17

HOMO energy (spin up / spin down) ... -9.668 / -9.669 eV
Total charge ... 0
Relative energy (zero: lowest compared OMol25 entry of this formula, charge and spin) ... 3.824 eV

Repeat the first record exactly.
Entry from OMol25: 3 unconnected molecules or ions with the total composition C19H48BrIN3O12P4S (ωB97M-V/def2-TZVPD).

Cartesian coordinates (Å):
C 3.38 -0.73 2.90
C 3.27 0.21 1.54
N 2.24 -0.31 0.54
C 2.32 0.65 -0.63
O 1.12 1.52 -0.37
C 0.28 1.68 -1.60
C 0.64 3.11 -2.38
S 1.66 4.30 -1.36
O 0.95 4.92 -0.14
O 2.11 5.49 -2.28
C -1.33 1.75 -1.21
Br -2.53 1.77 -2.86
C -1.72 3.18 -0.43
C -3.29 3.15 0.15
C 0.83 0.30 -2.37
P -0.44 -1.09 -2.07
O -0.01 -2.07 -0.64
I -0.48 -2.72 -3.98
N 2.31 0.08 -2.06
C 3.23 0.70 -3.09
N 3.70 2.10 -2.79
C 4.35 2.75 -4.03
P 2.97 -1.56 -1.93
C 3.15 -2.46 -3.60
C 4.69 -1.63 -1.12
H 3.22 -1.84 2.54
H 4.48 -0.70 3.37
H 2.56 -0.36 3.66
H 2.94 1.29 1.90
H 4.37 0.23 1.09
H 1.28 -0.35 0.95
H 3.18 1.38 -0.32
H -0.31 3.68 -2.77
H 1.22 2.76 -3.37
H 2.88 3.73 -0.87
H -1.66 0.92 -0.43
H -1.01 3.32 0.51
H -1.66 4.12 -1.12
H -3.45 2.33 0.98
H -3.44 4.20 0.69
H -4.06 3.12 -0.73
H 0.59 0.60 -3.50
H -0.48 -1.60 0.13
H 2.68 0.73 -4.13
H 4.23 0.07 -3.28
H 4.47 2.01 -2.06
H 5.21 2.10 -4.50
H 3.52 3.01 -4.82
H 4.83 3.77 -3.69
H 2.57 -1.94 -4.50
H 2.92 -3.63 -3.56
H 4.30 -2.39 -3.90
H 4.61 -1.75 0.05
H 5.33 -0.72 -1.47
H 5.24 -2.60 -1.57
C -4.98 -7.39 0.74
O -4.75 -6.75 -0.50
P -4.16 -5.25 -0.45
O -4.58 -4.44 0.73
O -4.60 -4.65 -1.88
C -5.99 -4.50 -2.09
O -2.57 -5.47 -0.60
C -1.80 -4.31 -0.87
H -5.90 -6.99 1.18
H -5.11 -8.46 0.57
H -4.14 -7.24 1.42
H -6.47 -4.06 -1.22
H -6.43 -5.48 -2.30
H -6.14 -3.85 -2.95
H -2.12 -3.48 -0.24
H -1.89 -4.04 -1.92
H -0.75 -4.53 -0.65
C -0.97 4.47 6.25
O -1.24 3.85 5.01
P -1.29 2.24 5.00
O -0.38 1.57 5.98
O -1.00 1.89 3.45
C 0.28 2.23 2.97
O -2.85 1.91 5.17
C -3.25 0.57 4.93
H 0.10 4.39 6.46
H -1.24 5.53 6.18
H -1.54 4.01 7.06
H 1.06 1.94 3.68
H 0.33 3.31 2.79
H 0.45 1.71 2.02
H -2.54 -0.13 5.39
H -3.30 0.39 3.85
H -4.24 0.41 5.36

HOMO energy ... -11.517 eV
Total charge ... +1

Question: The lowest total charge belongs to which entry?
Answer: CHF2IO